A) Here is an isolated ion of composition C4H11N2S and charge -1 from the Open Molecules 2025 dataset. Energies are from ωB97M-V with the def2-TZVPD basis set.

Properties
**Structure (SMILES)**: C[C@H](C[S-])NCN
**Lowest unoccupied orbital energy**: 3.757 eV

```
! wB97M-V def2-TZVPD RIJCOSX def2/J DEFGRID3
* xyz -1 1
C 0.155 1.294 -1.248
C 0.134 0.747 0.151
C 1.026 -0.412 0.287
S 2.876 -0.204 0.177
N -1.317 0.432 0.470
C -1.872 -0.702 -0.051
N -3.423 -0.829 0.058
H -0.424 2.282 -1.329
H 1.261 1.410 -1.567
H -0.135 0.657 -1.987
H 0.300 1.558 0.920
H 0.822 -1.057 1.164
H 0.705 -1.017 -0.650
H -1.473 0.460 1.547
H -1.548 -1.598 0.500
H -1.619 -0.864 -1.074
H -3.817 0.113 0.298
H -3.555 -1.471 0.818
*
```

Atomic partial charges in e from the natural (NBO) method, atoms 1 to 2: -0.6318 -0.0653

---

B) Here is an isolated ion of composition C4H11N2S and charge -1 from the Open Molecules 2025 dataset. Energies are from ωB97M-V with the def2-TZVPD basis set.

Properties
**Structure (SMILES)**: NCCNCC[S-]
**Lowest unoccupied orbital energy**: 3.531 eV

```
! wB97M-V def2-TZVPD RIJCOSX def2/J DEFGRID3
* xyz -1 1
C 0.856 -0.784 0.186
N -0.176 0.177 -0.137
C -1.517 -0.262 0.317
C -2.626 0.579 -0.290
S -4.259 0.075 0.309
C 2.220 -0.280 -0.275
N 2.667 0.974 0.309
H 0.872 -0.913 1.272
H 0.688 -1.785 -0.248
H -0.259 0.206 -1.160
H -1.542 -0.270 1.405
H -1.699 -1.298 -0.010
H -2.541 0.432 -1.379
H -2.445 1.643 -0.116
H 2.187 -0.135 -1.361
H 2.965 -1.055 -0.102
H 2.068 1.713 -0.035
H 2.542 0.984 1.314
*
```

Atomic partial charges in e from the natural (NBO) method, atoms 1 to 2: -0.2271 -0.6363

---

C) Here is an isolated ion of composition C4H11N2S and charge -1 from the Open Molecules 2025 dataset. Energies are from ωB97M-V with the def2-TZVPD basis set.

Properties
**Structure (SMILES)**: CNC[C@@H](N)C[S-]
**Lowest unoccupied orbital energy**: 3.660 eV

```
! wB97M-V def2-TZVPD RIJCOSX def2/J DEFGRID3
* xyz -1 1
N 0.272 -0.635 -1.129
C -0.256 0.051 0.081
C -0.680 -0.947 1.163
S -2.034 -2.031 0.580
C 0.730 1.101 0.555
N 1.126 2.029 -0.477
C 2.507 2.264 -0.782
H -0.480 -1.307 -1.319
H 1.038 -1.214 -0.806
H -1.197 0.517 -0.236
H -1.025 -0.407 2.024
H 0.188 -1.542 1.476
H 0.351 1.658 1.422
H 1.606 0.616 1.023
H 0.463 2.101 -1.226
H 3.081 1.393 -0.462
H 2.650 2.493 -1.834
H 2.923 3.116 -0.212
*
```

Atomic partial charges in e from the natural (NBO) method, atoms 1 to 2: -0.8667 -0.0885

---

Relative energies, unit kJ/mol: A) 93.8; B) 0.0; C) 12.7

---

A) Here is C2H3NS2 as an isolated structure from the Open Molecules 2025 dataset. Energies are from ωB97M-V with the def2-TZVPD basis set.

Properties
**Lowest unoccupied orbital energy**: -0.119 eV

```
! wB97M-V def2-TZVPD RIJCOSX def2/J DEFGRID3
* xyz 0 1
C 0.926 -0.057 -0.123
C -0.983 -0.784 -0.019
N 1.883 0.551 -0.666
S -1.422 -2.175 -0.570
S -1.796 0.274 0.924
H 1.245 -0.568 0.704
H 1.841 1.160 -1.586
H -2.809 -0.493 0.922
*
```

Atomic partial charges in e from the natural (NBO) method, atoms 1 to 2: 0.1634 -0.4683

---

B) Here is C2H3NS2 as an isolated structure from the Open Molecules 2025 dataset. Energies are from ωB97M-V with the def2-TZVPD basis set.

Properties
**Lowest unoccupied orbital energy**: 0.312 eV

```
! wB97M-V def2-TZVPD RIJCOSX def2/J DEFGRID3
* xyz 0 1
C -1.094 0.100 -0.104
C 0.919 -0.416 -0.005
N 0.035 0.699 -0.001
S -2.608 0.743 -0.008
S -0.515 -1.594 -0.114
H 1.592 -0.556 -0.730
H 1.528 -0.660 0.986
H 0.143 1.684 -0.026
*
```

Atomic partial charges in e from the natural (NBO) method, atoms 1 to 2: -0.0315 -0.2834

---

C) Here is C2H3NS2 as an isolated structure from the Open Molecules 2025 dataset. Energies are from ωB97M-V with the def2-TZVPD basis set.

Properties
**Lowest unoccupied orbital energy**: -1.601 eV

```
! wB97M-V def2-TZVPD RIJCOSX def2/J DEFGRID3
* xyz 0 1
C 0.821 0.197 -0.031
C -0.567 0.308 0.589
N 1.096 -0.532 -1.013
S -1.840 -0.608 -0.273
S 0.214 -1.471 -1.908
H 1.600 0.791 0.423
H -0.497 -0.056 1.617
H -0.827 1.371 0.596
*
```

Atomic partial charges in e from the natural (NBO) method, atoms 1 to 2: 0.1129 -0.6441

---

Relative energies, unit kJ/mol: A) 256.6; B) 0.0; C) 70.1

---

A) Here is C2H3NS2 in the gas phase from the Open Molecules 2025 dataset. Energies are from ωB97M-V with the def2-TZVPD basis set.

Properties
**Structure (SMILES)**: NC(=S)C=S
**Lowest unoccupied orbital energy**: -1.337 eV

```
! wB97M-V def2-TZVPD RIJCOSX def2/J DEFGRID3
* xyz 0 1
C -0.726 1.041 -0.298
C 0.508 0.094 0.001
N 0.353 -1.206 0.180
S -2.219 0.544 0.084
S 1.952 0.884 0.083
H -0.487 2.011 -0.685
H -0.558 -1.633 0.203
H 1.176 -1.735 0.432
*
```

Atomic partial charges in e from the natural (NBO) method, atoms 1 to 2: -0.3069 0.0382

---

B) Here is C2H3NS2 as an isolated structure from the Open Molecules 2025 dataset. Energies are from ωB97M-V with the def2-TZVPD basis set.

Properties
**Lowest unoccupied orbital energy**: -1.605 eV

```
! wB97M-V def2-TZVPD RIJCOSX def2/J DEFGRID3
* xyz 0 1
C 0.618 -0.340 -0.050
C 0.564 0.955 0.742
H -2.387 -1.830 -1.084
H 1.653 -0.297 -0.373
H -0.430 1.460 1.196
N -0.216 -1.092 -0.788
S -1.675 -0.839 -0.361
S 1.872 1.984 0.718
*
```

Atomic partial charges in e from the natural (NBO) method, atoms 1 to 2: -0.0598 -0.3574

---

Relative energies, unit kJ/mol: A) 0.0; B) 236.8

---

A) Here is a 2-piece molecular cluster, C3H11NOS overall from the Open Molecules 2025 dataset. Energies are from ωB97M-V with the def2-TZVPD basis set.

Properties
**Structure (SMILES)**: CCS.NCO
**Lowest unoccupied orbital energy**: 0.839 eV

```
! wB97M-V def2-TZVPD RIJCOSX def2/J DEFGRID3
* xyz 0 1
C -1.307 1.311 -0.076
C -1.489 -0.123 0.414
S -3.208 -0.727 0.406
H -1.053 2.011 0.722
H -0.566 1.420 -0.863
H -2.228 1.682 -0.523
H -1.181 -0.320 1.442
H -0.879 -0.796 -0.179
H -3.714 0.138 -0.482
N 2.467 0.293 0.000
C 1.947 -1.026 0.221
O 1.198 -1.520 -0.897
H 1.941 0.978 0.499
H 3.031 0.279 -0.825
H 1.374 -1.135 1.147
H 2.771 -1.742 0.343
H 0.897 -0.722 -1.349
*
```

Atomic partial charges in e from the natural (NBO) method, atoms 1 to 2: -0.6266 -0.5324

---

B) Here is a 3-piece molecular cluster, C3H11NOS overall from the Open Molecules 2025 dataset. Energies are from ωB97M-V with the def2-TZVPD basis set.

Properties
**Lowest unoccupied orbital energy**: -1.201 eV

```
! wB97M-V def2-TZVPD RIJCOSX def2/J DEFGRID3
* xyz 0 1
C 1.407 -2.253 0.011
O 2.535 -1.904 0.826
C 0.509 -1.041 -0.011
N -0.605 -1.269 -0.947
H 0.876 -3.108 0.425
H 1.719 -2.493 -1.017
H 3.169 -2.626 0.860
H 0.199 -0.789 1.002
H 1.111 -0.192 -0.375
H -1.053 -0.341 -1.066
H -1.311 -1.831 -0.475
H -0.141 1.245 -1.415
C -1.019 3.245 -0.007
S -1.433 1.497 0.116
H -1.150 3.621 -1.032
H -1.709 3.792 0.655
H 0.014 3.438 0.330
*
```

Atomic partial charges in e from the natural (NBO) method, atoms 1 to 2: -0.0635 -0.7331

---

Relative energies, unit kJ/mol: A) 0.0; B) 222.5

---

A) Here is C2H2ClFO in the gas phase from the Open Molecules 2025 dataset. Energies are from ωB97M-V with the def2-TZVPD basis set.

Properties
**Structure (SMILES)**: O=C[C@H](F)Cl
**Lowest unoccupied orbital energy**: 0.318 eV

```
! wB97M-V def2-TZVPD RIJCOSX def2/J DEFGRID3
* xyz 0 1
C -0.328 -0.415 -0.462
C 1.323 -0.232 -0.700
H -0.684 -1.460 -0.575
H 1.609 -0.384 -1.765
O 2.046 -0.127 0.225
F -0.850 0.239 -1.460
Cl -0.918 0.270 1.215
*
```

Atomic partial charges in e from the natural (NBO) method, atoms 1 to 2: 0.1627 0.4052

---

B) Here is C2H2ClFO as an isolated structure from the Open Molecules 2025 dataset. Energies are from ωB97M-V with the def2-TZVPD basis set.

Properties
**Lowest unoccupied orbital energy**: -1.372 eV

```
! wB97M-V def2-TZVPD RIJCOSX def2/J DEFGRID3
* xyz 0 1
C -0.551 -0.304 0.312
C 0.526 -1.155 -0.213
H -0.658 -0.629 1.271
H 0.047 -2.134 -0.995
O 1.928 -0.617 0.125
F -1.745 -0.667 -0.048
Cl 0.061 1.321 -0.085
*
```

Atomic partial charges in e from the natural (NBO) method, atoms 1 to 2: 0.0570 0.3253

---

Relative energies, unit kJ/mol: A) 0.0; B) 375.0

---

A) Here is C9H8N2O in the gas phase from the Open Molecules 2025 dataset. Energies are from ωB97M-V with the def2-TZVPD basis set.

Properties
**Lowest unoccupied orbital energy (alpha / beta)**: -0.229 / 0.563 eV

```
! wB97M-V def2-TZVPD RIJCOSX def2/J DEFGRID3
* xyz 0 1
C -2.418 -1.782 0.056
C -1.016 -1.597 0.054
C -3.267 -0.705 0.023
C -0.588 -0.260 0.046
C -1.622 0.756 0.057
C 3.094 -0.302 0.196
C 4.394 -0.508 -0.027
C 0.450 1.854 -0.088
C 0.668 0.343 0.052
N -2.905 0.576 -0.003
N -0.998 2.014 0.204
O 1.841 -0.392 0.152
H -2.951 -2.790 -0.054
H -0.267 -2.510 0.053
H -4.288 -0.754 0.002
H 4.720 -0.559 -0.983
H 4.998 -0.485 0.895
H 0.924 2.382 0.716
H 0.854 2.090 -1.056
H -1.622 2.630 -0.296
*
```

Atomic partial charges in e from the natural (NBO) method, atoms 1 to 2: -0.2898 -0.1727

---

B) Here is a 2-piece molecular cluster, C9H8N2O overall from the Open Molecules 2025 dataset. Energies are from ωB97M-V with the def2-TZVPD basis set.

Properties
**Lowest unoccupied orbital energy**: -0.429 eV

```
! wB97M-V def2-TZVPD RIJCOSX def2/J DEFGRID3
* xyz 0 1
C 3.033 1.571 -0.728
C -3.226 0.247 -0.776
C -2.279 1.223 -1.086
C -2.831 -0.935 -0.205
C -0.922 1.105 -0.651
C -1.543 -1.125 0.170
C -0.534 -0.168 -0.067
C 0.758 -0.386 0.451
C 2.778 -1.004 1.474
N 2.113 0.873 -0.416
N 1.369 -1.097 1.202
O 3.913 2.218 -1.041
H -4.177 0.315 -1.147
H -2.567 2.139 -1.452
H -3.478 -1.887 -0.086
H -0.072 1.808 -0.927
H -1.390 -2.141 0.653
H 3.230 -1.312 0.562
H 2.818 -1.584 2.378
H 3.007 0.138 1.690
*
```

Atomic partial charges in e from the natural (NBO) method, atoms 1 to 2: 0.7685 -0.1724

---

Relative energies, unit kJ/mol: A) 272.7; B) 0.0